The following is a DFT calculation (ωB97M-V/def2-TZVPD) of C27H39BClMnN7O7S3 as an isolated structure.

Output
- Kohn-Sham gap (spin up / spin down): 5.5260 / 7.1563 eV
- F_max: 1.91 eV/A
- Relative energy (zero: lowest compared OMol25 entry of this formula, charge and spin): 27.47 kcal/mol
- 2S+1: 5
- Total charge: +1
- ⟨S²⟩: 6.1079
- LUMO level (spin up / spin down): -5.438 / -3.790 eV

XYZ file:
```
86
Properties=species:S:1:pos:R:3:forces:R:3
Mn 2.35149 -2.16946 -2.48821 -1.44 -0.16 1.24
C 4.46759 -0.82396 1.31969 0.12 -0.06 -0.05
C 2.98849 -0.82046 1.44639 -0.63 -0.03 0.24
C 2.33869 -1.13166 2.60689 0.02 0.25 -0.61
C 0.92399 -1.13956 2.65289 0.49 0.19 -0.18
N 0.21619 -0.85366 1.58909 -0.82 0.05 0.28
N 0.82319 -0.56386 0.43809 1.36 -0.13 0.29
B -0.02021 -0.25566 -0.80101 1.21 1.05 0.15
N -0.53191 -1.34446 -1.70801 -0.59 -0.95 -0.66
N -1.42561 -0.73286 -0.93101 -0.97 -0.35 0.18
C -2.71431 -0.92926 -0.97351 -0.29 -0.15 -0.23
C -3.14631 -1.87546 -1.93701 0.37 -0.12 -0.04
C -2.25951 -2.57276 -2.71921 0.06 0.39 0.39
C -2.67131 -3.55496 -3.74411 -0.11 -0.17 -0.12
C -0.84361 -2.33156 -2.56291 0.00 0.66 0.49
S 0.29039 -3.17476 -3.45911 0.76 -0.08 -0.12
C -3.60061 -0.18596 -0.01281 -0.09 0.27 0.31
C -3.16971 -0.65236 1.38189 -0.03 0.13 -0.17
C -3.35551 1.31964 -0.18351 0.00 -0.16 -0.01
C -5.08881 -0.47606 -0.20261 0.27 -0.06 -0.12
N 0.27969 1.10074 -1.41201 0.16 0.49 -0.83
N 0.28899 2.07334 -0.48981 -0.04 0.11 0.82
C 0.55219 3.30134 -0.82431 -0.02 -0.33 -0.02
C 0.77889 3.65524 -2.18031 -0.02 -0.59 -0.48
C 0.78929 2.68324 -3.13801 -0.06 0.62 0.62
C 1.10469 2.95504 -4.56181 0.05 0.06 -0.08
C 0.56739 1.32904 -2.72271 -0.15 -0.70 -0.20
S 0.73479 0.07034 -3.82721 0.13 0.15 -0.13
C 0.62659 4.34064 0.26959 -0.07 -0.02 0.22
C 1.92269 5.14724 0.10689 -0.17 -0.13 0.03
C 0.62829 3.66444 1.64009 -0.04 0.08 -0.16
C -0.59741 5.25644 0.13629 0.18 -0.13 0.06
C 2.17159 -0.55046 0.31339 -0.27 0.02 0.44
S 2.91999 -0.19246 -1.18701 0.35 -0.30 -0.87
C 0.27479 -1.49106 3.97269 -0.21 -0.02 0.18
C -1.24501 -1.53446 3.87659 0.29 0.02 -0.04
C 0.68729 -0.44446 5.02159 -0.09 -0.13 -0.17
C 0.78959 -2.87986 4.39069 -0.09 0.10 -0.12
H 4.94309 -0.97596 2.28449 0.00 0.04 0.06
H 4.81309 0.10714 0.87369 0.11 -0.01 0.03
H 4.76549 -1.63346 0.65259 0.09 0.01 -0.05
H 2.90839 -1.39256 3.48189 0.06 -0.02 0.17
H -4.20571 -2.04716 -2.03281 -0.08 -0.05 -0.09
H -3.75111 -3.60286 -3.84571 -0.04 -0.02 0.01
H -2.27871 -4.53886 -3.48501 -0.05 -0.08 0.01
H -2.21951 -3.29376 -4.70281 -0.07 0.02 -0.04
H -2.12911 -0.39576 1.55639 -0.02 -0.05 0.08
H -3.28091 -1.73166 1.46119 0.04 -0.13 0.10
H -3.79501 -0.18936 2.13969 -0.07 0.11 0.09
H -2.30741 1.57124 -0.03251 0.08 0.09 0.03
H -3.95071 1.86594 0.54479 -0.03 0.05 0.06
H -3.65981 1.63554 -1.18031 0.02 0.12 -0.07
H -5.30951 -1.53256 -0.07401 -0.08 -0.14 -0.02
H -5.44621 -0.14036 -1.17251 -0.09 -0.02 -0.16
H -5.64361 0.06684 0.55879 -0.02 0.04 0.04
H 0.97419 4.68184 -2.45031 0.01 0.08 -0.01
H 1.23949 4.01884 -4.74111 -0.02 0.03 0.02
H 0.31959 2.56434 -5.20651 0.00 0.00 -0.08
H 2.01959 2.42084 -4.81931 0.01 0.02 -0.14
H 2.78319 4.48304 0.04649 0.11 -0.03 0.03
H 2.04899 5.79614 0.97019 0.03 0.10 0.03
H 1.90519 5.76824 -0.78391 0.04 0.12 -0.09
H 1.48809 3.00554 1.73819 0.08 -0.10 0.06
H -0.27241 3.07484 1.78349 -0.08 -0.08 0.07
H 0.68049 4.41804 2.41959 0.00 0.13 0.11
H -0.64771 5.69554 -0.85631 -0.05 0.13 -0.12
H -0.54971 6.05984 0.86689 0.01 0.10 0.07
H -1.50861 4.68914 0.30919 -0.16 -0.04 0.01
H -1.64371 -0.55276 3.64749 -0.12 0.12 -0.07
H -1.65941 -1.85706 4.82659 -0.02 -0.03 0.15
H -1.54881 -2.23986 3.11199 -0.16 -0.09 -0.16
H 0.35459 0.55084 4.73509 -0.07 0.12 -0.02
H 1.76349 -0.41526 5.16719 0.14 0.01 0.04
H 0.22909 -0.70146 5.97279 -0.04 0.00 0.13
H 0.72129 -3.57506 3.55809 -0.05 -0.13 0.03
H 0.18459 -3.25336 5.21269 0.00 -0.03 0.11
H 1.82359 -2.84466 4.72249 0.13 -0.04 0.05
O 1.56449 -3.76296 1.32639 0.75 -0.21 0.99
Cl 0.99469 -3.86116 0.05209 -1.04 0.61 -0.34
O -0.31791 -3.32466 0.04779 -0.83 0.07 0.14
O 1.03989 -5.12506 -0.51591 0.28 -1.60 -0.49
O 1.80269 -2.94316 -0.80881 1.19 0.73 -0.58
O 3.96299 -3.44126 -3.14501 -0.25 -0.79 1.07
N 4.01809 -2.71596 -4.15211 1.14 -0.49 -0.75
O 4.71779 -2.88766 -5.08661 0.03 0.12 -0.20
O 3.21239 -1.71316 -4.07291 -0.56 1.42 -0.84
```
Positions in Å, forces in eV/Å.